The following is a DFT calculation (ωB97M-V/def2-TZVPD) of a cluster of 5 separate species, C37H44F6N2O19S in total in a non-equilibrium geometry.

Structure (ORCA input):
```
! RIJCOSX wB97M-V def2-TZVPD def2/J DEFGRID3
* xyz 0 1
C 4.688 -3.936 -2.012
C 3.598 -2.821 -1.449
C 4.424 -1.379 -1.302
O 5.310 -1.333 -0.285
O 4.204 -0.200 -2.161
C 5.181 -0.177 -3.268
C 4.976 1.178 -4.202
C 4.209 2.294 -3.276
C 4.857 3.265 -2.347
N 6.362 3.287 -2.191
C 6.788 2.200 -1.445
S 7.428 1.222 -0.177
C 3.902 4.362 -1.521
O 4.452 5.560 -1.314
C 2.399 3.871 -1.107
N 1.606 4.251 0.118
C 1.873 5.656 0.601
O 2.987 5.826 1.366
F 1.040 6.856 0.355
C 1.665 3.218 1.218
O 2.808 2.782 1.765
F 0.397 2.605 1.765
C 1.739 2.876 -2.044
C 0.232 2.239 -1.777
C -0.781 2.650 -3.021
C -2.000 3.664 -2.578
C -3.457 2.868 -2.598
C -4.272 3.418 -1.255
C -5.600 2.465 -1.101
C -5.106 1.009 -0.510
C -5.870 -0.276 -1.190
C -5.518 -0.507 -2.789
C -4.714 -1.940 -3.061
O -3.336 -1.929 -2.492
C -2.405 -2.694 -3.336
C 2.548 2.363 -3.381
O 2.002 1.958 -4.530
H 5.299 -4.336 -1.094
H 5.362 -3.370 -2.807
H 4.084 -4.821 -2.499
H 3.120 -3.127 -0.406
H 2.727 -2.727 -2.235
H 6.307 -0.175 -2.878
H 5.088 -1.091 -4.009
H 6.015 1.609 -4.602
H 4.359 0.885 -5.158
H -0.226 2.552 -0.743
H 0.343 1.073 -1.789
H -1.204 1.644 -3.479
H -0.218 3.190 -3.917
H -1.802 4.253 -1.578
H -2.092 4.495 -3.427
H -3.233 1.719 -2.569
H -4.025 3.162 -3.604
H -4.509 4.556 -1.454
H -3.500 3.303 -0.354
H -6.110 2.295 -2.154
H -6.331 3.009 -0.356
H -5.409 1.008 0.645
H -3.921 0.910 -0.568
H -7.057 -0.189 -1.105
H -5.534 -1.238 -0.575
H -4.800 0.339 -3.212
H -6.495 -0.462 -3.438
H -4.711 -2.108 -4.230
H -5.394 -2.779 -2.592
H -2.513 -2.378 -4.464
H -1.281 -2.540 -3.008
H -2.684 -3.841 -3.259
C 1.871 -3.322 4.145
C 3.243 -3.331 3.563
O 3.033 -3.739 2.230
C 1.780 -3.303 1.919
O 1.346 -3.222 0.782
O 1.070 -2.960 3.037
F 4.020 -4.254 4.173
H 1.559 -4.306 4.511
H 1.768 -2.597 4.957
H 3.742 -2.357 3.575
C 6.877 -4.004 5.738
C 6.460 -3.315 6.992
O 7.217 -3.961 7.990
C 8.356 -4.369 7.363
O 9.370 -4.718 7.944
O 8.227 -4.331 6.002
F 5.149 -3.529 7.246
H 6.311 -4.923 5.551
H 6.794 -3.357 4.860
H 6.672 -2.241 7.005
C -3.779 4.898 3.646
C -4.149 5.112 2.218
O -4.538 3.829 1.782
C -5.021 3.209 2.895
O -5.699 2.195 2.873
O -4.660 3.865 4.039
F -3.075 5.500 1.494
H -2.745 4.560 3.769
H -3.930 5.795 4.253
H -4.974 5.817 2.069
C -6.529 -4.405 1.338
C -5.157 -4.414 0.756
O -5.367 -4.822 -0.577
C -6.620 -4.386 -0.887
O -7.054 -4.305 -2.024
O -7.330 -4.043 0.231
F -4.380 -5.337 1.367
H -6.841 -5.389 1.705
H -6.632 -3.680 2.150
H -4.658 -3.439 0.769
*
```

Calculated values
HOMO level	-0.3507	Ha

Atom charges from the Löwdin analysis, given in e for atoms 1 to 6: -0.11, -0.13, -0.24, -0.06, -0.12, -0.18


The following is a DFT calculation (ωB97M-V/def2-TZVPD) of the molecule C3H6F3NO in a non-equilibrium geometry.

Structure (ORCA input):
```
! RIJCOSX wB97M-V def2-TZVPD def2/J DEFGRID3
* xyz 0 1
C 1.072 0.499 -0.009
N -0.322 0.580 0.501
C -1.356 -0.224 -0.489
O -1.316 -1.568 -0.159
C -2.789 0.202 -0.051
F -3.663 -0.674 -0.614
F -3.132 1.470 -0.407
F -2.980 0.065 1.250
H 1.252 -0.633 -0.282
H 1.167 1.097 -0.821
H 1.721 0.652 0.884
H -0.350 0.207 1.408
H -1.110 -0.158 -1.585
H -2.131 -1.677 0.391
*
```

Calculated values
SMILES string	CN[C@@H](O)C(F)(F)F
energy above the lowest of the compared OMol25 structures with the same formula, charge and spin	33.50	kcal per mole
HOMO level	-0.3390	Ha

Atom charges from the Löwdin analysis, given in e for atoms 1 to 6: -0.12, -0.05, -0.22, -0.01, -0.58, 0.12


The following is a DFT calculation (ωB97M-V/def2-TZVPD) of the molecule C4H5NO in a non-equilibrium geometry.

Structure (ORCA input):
```
! RIJCOSX wB97M-V def2-TZVPD def2/J DEFGRID3
* xyz 0 1
C -0.732 1.414 0.871
O -0.914 0.930 -0.456
C -0.245 -0.147 -0.866
C 0.574 -0.938 -0.152
C 1.282 -2.002 -0.786
N 1.890 -2.856 -1.280
H 0.168 1.015 1.341
H -0.641 2.498 0.799
H -1.606 1.153 1.471
H -0.435 -0.337 -1.920
H 0.754 -0.802 0.907
*
```

Calculated values
SMILES string	CO/C=C/C#N
energy above the lowest of the compared OMol25 structures with the same formula, charge and spin	31.51	kcal per mole
HOMO level	-0.3486	Ha

Atom charges from the Löwdin analysis, given in e for atoms 1 to 6: -0.05, -0.09, -0.15, -0.10, -0.25, 0.13


The following is a DFT calculation (ωB97M-V/def2-TZVPD) of the molecule C4H7NO in a non-equilibrium geometry.

Structure (ORCA input):
```
! RIJCOSX wB97M-V def2-TZVPD def2/J DEFGRID3
* xyz 0 1
C 1.038 0.961 -0.706
C 0.235 -0.288 -1.022
O 0.267 -1.225 0.049
C -0.645 -1.043 1.099
C -1.256 0.297 1.218
N -1.703 1.355 1.353
H 2.037 0.660 -0.378
H 1.113 1.587 -1.597
H 0.610 1.588 0.075
H 0.708 -0.809 -1.858
H -0.805 -0.094 -1.325
H -0.124 -1.226 2.046
H -1.475 -1.763 1.047
*
```

Calculated values
SMILES string	CCOCC#N
energy above the lowest of the compared OMol25 structures with the same formula, charge and spin	39.60	kcal per mole
HOMO level	-0.3840	Ha

Atom charges from the Löwdin analysis, given in e for atoms 1 to 6: -0.07, -0.27, -0.14, -0.20, -0.20, 0.16